# C10H28KN2O3

A structure of composition C10H28KN2O3 in a non-equilibrium geometry (ωB97M-V/def2-TZVPD, the OMol25 dataset).

```
44
C10H28KN2O3 ωB97M-V/def2-TZVPD
K 20.151 -7.486 -6.388
C 13.991 -8.045 -5.272
C 15.229 -7.636 -6.050
O 16.368 -7.797 -5.177
H 14.046 -7.469 -4.348
H 13.978 -9.098 -4.989
H 13.126 -7.811 -5.893
H 15.223 -6.575 -6.300
H 15.299 -8.178 -6.993
H 16.060 -8.528 -4.636
C 23.244 -9.613 -3.166
C 22.302 -10.796 -3.501
C 22.558 -12.072 -2.696
O 21.965 -13.182 -3.412
C 22.565 -14.454 -2.963
N 20.931 -10.317 -3.337
H 24.224 -9.887 -3.557
H 23.369 -9.456 -2.095
H 22.956 -8.629 -3.535
H 22.503 -11.063 -4.539
H 22.127 -11.988 -1.698
H 23.617 -12.214 -2.482
H 22.523 -14.510 -1.875
H 23.579 -14.525 -3.358
H 21.965 -15.271 -3.363
H 20.831 -10.184 -2.341
H 20.315 -11.085 -3.562
C 21.280 -3.086 -3.249
C 20.975 -2.328 -4.525
C 21.851 -1.067 -4.688
O 21.598 -0.148 -3.605
C 22.303 1.076 -3.860
N 21.195 -3.289 -5.598
H 22.355 -3.249 -3.170
H 20.808 -4.064 -3.165
H 21.000 -2.636 -2.297
H 19.930 -2.023 -4.474
H 21.478 -0.562 -5.579
H 22.908 -1.325 -4.758
H 22.112 1.590 -4.802
H 23.374 1.067 -3.655
H 21.897 1.755 -3.110
H 21.107 -2.810 -6.483
H 22.180 -3.508 -5.562
```

Properties
Orbital gap = 8.288 eV
DFT total energy = -1332.716355 Ha
Relative energy (zero: lowest compared OMol25 entry of this formula, charge and spin) = 43.5 kcal per mole
Total charge = +1

=====

# C11H22N10ORhSSi

A structure of composition C11H22N10ORhSSi (ωB97M-V/def2-TZVPD, the OMol25 dataset).

```
47
C11H22N10ORhSSi ωB97M-V/def2-TZVPD
Rh -0.256 0.042 1.103
N 0.200 -2.853 -0.800
C 1.343 -2.245 -0.331
N 2.554 -2.711 -0.562
N 3.372 -1.847 0.085
N 2.697 -0.919 0.657
N 1.380 -1.139 0.414
C -1.067 -2.317 -0.777
N -2.083 -2.841 -1.434
N -3.125 -2.029 -1.139
N -2.762 -1.083 -0.355
N -1.435 -1.230 -0.097
H 0.336 -3.635 -1.416
O -0.634 -0.347 5.575
S 0.215 -0.388 4.392
N -0.417 -0.310 3.055
C -1.189 3.485 1.404
Si -0.071 2.487 0.264
C 1.735 3.040 0.552
C 2.669 2.543 -0.556
C 1.804 4.570 0.645
C 2.209 2.441 1.884
C -0.732 2.566 -1.526
C -0.369 3.904 -2.180
C -0.171 1.416 -2.374
C -2.258 2.427 -1.473
H -1.259 4.530 1.086
H -0.798 3.462 2.423
H -2.195 3.065 1.423
H 2.438 2.999 -1.521
H 2.625 1.457 -0.662
H 3.704 2.803 -0.307
H 1.464 5.058 -0.270
H 2.842 4.878 0.820
H 1.205 4.950 1.476
H 2.297 1.353 1.826
H 1.538 2.693 2.711
H 3.202 2.836 2.132
H 0.709 4.009 -2.318
H -0.722 4.757 -1.592
H -0.837 3.972 -3.169
H 0.915 1.465 -2.467
H -0.597 1.461 -3.383
H -0.430 0.444 -1.951
H -2.723 3.261 -0.942
H -2.566 1.496 -0.990
H -2.659 2.418 -2.493
```

Properties
Orbital gap (alpha / beta) = 7.551 / 6.260 eV
Spin multiplicity = 5
DFT total energy = -1853.347443 Ha
Relative energy (zero: lowest compared OMol25 entry of this formula, charge and spin) = 0.8 kcal per mole
⟨S²⟩ = 6.009
Total charge = -1

=====

# C3H4Cl2O5S2

A structure of composition C3H4Cl2O5S2 in a non-equilibrium geometry (ωB97M-V/def2-TZVPD, the OMol25 dataset).

```
16
C3H4Cl2O5S2 ωB97M-V/def2-TZVPD
C -1.040 0.266 -0.132
C -2.373 -0.329 -0.319
C -0.528 1.221 0.678
O -0.062 -0.052 -1.082
O 1.658 -1.964 -1.133
O 0.600 -1.796 0.997
O 1.206 1.992 -1.439
O 2.054 0.118 0.267
S 1.657 -1.449 0.179
S 0.954 1.254 -0.295
Cl 3.248 -1.976 1.071
Cl 1.755 2.622 0.973
H -2.824 -0.915 0.532
H -2.306 -0.966 -1.239
H -3.105 0.413 -0.620
H -0.895 1.559 1.564
```

Properties
Orbital gap = 10.270 eV
DFT total energy = -2209.509009 Ha
Total charge = 0

=====

# C26H43Cl2N2PRuS

A structure of composition C26H43Cl2N2PRuS in a non-equilibrium geometry (ωB97M-V/def2-TZVPD, the OMol25 dataset).

```
76
C26H43Cl2N2PRuS ωB97M-V/def2-TZVPD
P 0.122 -1.028 -0.970
C 1.719 -0.390 -1.748
C 2.023 -0.750 -3.210
C 3.446 -0.310 -3.573
C 3.664 1.185 -3.315
C 3.320 1.560 -1.868
C 1.898 1.118 -1.502
C -1.321 -0.114 -1.777
C -1.297 0.062 -3.301
C -2.637 0.636 -3.783
C -2.968 1.960 -3.082
C -2.941 1.811 -1.556
C -1.607 1.228 -1.070
C -0.026 -2.725 -1.723
C 1.170 -3.588 -1.281
C 1.077 -5.010 -1.843
C -0.250 -5.681 -1.468
C -1.444 -4.823 -1.903
C -1.357 -3.397 -1.343
H 2.467 -0.919 -1.116
H 1.301 -0.241 -3.869
H 1.911 -1.828 -3.389
H 3.653 -0.549 -4.623
H 4.160 -0.881 -2.963
H 4.699 1.464 -3.543
H 3.020 1.761 -3.994
H 4.028 1.064 -1.192
H 3.419 2.641 -1.719
H 1.688 1.360 -0.449
H 1.175 1.673 -2.125
H -2.167 -0.792 -1.541
H -3.435 -0.087 -3.569
H -1.090 -0.894 -3.806
H -0.490 0.760 -3.578
H -2.612 0.779 -4.869
H -3.947 2.331 -3.410
H -2.227 2.714 -3.380
H -3.123 2.779 -1.075
H -3.751 1.135 -1.254
H -1.631 1.079 0.021
H -0.796 1.940 -1.289
H 0.001 -2.587 -2.823
H 2.126 -3.133 -1.584
H 1.171 -3.633 -0.181
H 1.155 -4.965 -2.937
H 1.922 -5.602 -1.477
H -0.286 -5.813 -0.378
H -0.312 -6.678 -1.916
H -2.383 -5.286 -1.583
H -1.460 -4.770 -2.999
H -2.214 -2.810 -1.704
H -1.430 -3.430 -0.244
Ru -0.025 0.070 3.273
Cl -2.047 -0.657 2.608
Cl 2.228 0.052 2.863
C -0.413 1.504 4.451
H -0.778 1.774 5.446
C -0.395 2.838 3.882
C -1.143 3.873 4.567
C -1.284 5.110 3.983
C -0.710 5.392 2.719
C 0.014 4.386 2.047
C 0.176 3.136 2.626
H -1.592 3.628 5.536
H -1.852 5.910 4.519
H 0.474 4.592 1.060
H 0.731 2.316 2.146
H -0.825 6.368 2.281
N -0.748 -0.870 7.914
C -0.021 -0.011 7.139
N 0.707 0.904 7.873
S 0.348 -0.618 5.489
H -0.789 -0.960 8.931
H -1.260 -1.539 7.312
H 1.281 1.532 7.304
H 0.785 0.946 8.903
```

Properties
Orbital gap (alpha / beta) = 5.676 / 6.119 eV
Spin multiplicity = 5
DFT total energy = -2880.742412 Ha
Relative energy (zero: lowest compared OMol25 entry of this formula, charge and spin) = 34.2 kcal per mole
⟨S²⟩ = 6.044
Total charge = 0

=====

# C32H41FMoN4Si

A structure of composition C32H41FMoN4Si (ωB97M-V/def2-TZVPD, the OMol25 dataset).

```
80
C32H41FMoN4Si ωB97M-V/def2-TZVPD
Mo -0.675 -0.096 0.098
C 1.635 3.702 -2.171
C 1.956 2.853 -0.932
C 3.362 3.232 -0.442
C 0.940 3.035 0.184
C 0.500 4.316 0.473
C -0.351 4.563 1.537
C -0.755 3.530 2.361
C -0.331 2.220 2.152
C -0.771 1.202 3.205
C -1.743 0.182 2.637
C 0.366 0.513 3.952
C 0.481 1.970 1.012
N 0.951 0.630 0.709
C 2.310 0.268 0.881
C 3.084 0.774 1.922
C 4.414 0.403 2.042
C 4.985 -0.460 1.115
C 4.233 -0.952 0.058
C 2.911 -0.578 -0.039
F 2.166 -1.031 -1.068
H 2.223 3.348 -3.018
H 1.914 4.744 -2.012
H 0.580 3.697 -2.448
H 1.977 1.800 -1.221
H 3.383 4.277 -0.126
H 4.078 3.116 -1.257
H 3.695 2.617 0.391
H 0.838 5.144 -0.136
H -0.684 5.573 1.740
H -1.392 3.743 3.210
H -1.333 1.785 3.936
H -1.190 -0.539 1.986
H -2.593 0.628 2.122
H -2.117 -0.532 3.373
H 0.928 -0.167 3.311
H -0.039 -0.070 4.780
H 1.061 1.240 4.372
H 2.646 1.473 2.620
H 5.009 0.798 2.853
H 6.024 -0.745 1.206
H 4.654 -1.612 -0.688
N -0.022 -0.165 -6.138
C -0.161 -0.173 -4.811
C -0.359 -1.374 -4.097
C -0.494 -1.345 -2.740
N -0.436 -0.202 -2.019
C -0.274 0.953 -2.701
C -0.133 1.020 -4.056
H -0.043 -1.017 -6.671
H 0.113 0.692 -6.647
H -0.410 -2.322 -4.614
H -0.654 -2.252 -2.178
H -0.275 1.857 -2.109
H -0.013 1.983 -4.533
C 1.006 -2.933 1.328
Si -0.749 -3.352 0.894
C -0.786 -4.715 -0.373
C -1.736 -3.712 2.431
N -1.448 -1.837 0.149
C -2.831 -1.716 -0.208
C -3.698 -2.804 -0.217
C -5.036 -2.623 -0.539
C -5.535 -1.369 -0.855
C -4.683 -0.274 -0.856
C -3.348 -0.455 -0.539
H 1.402 -3.756 1.929
H 1.111 -2.034 1.941
H 1.642 -2.843 0.449
H -0.130 -5.516 -0.019
H -0.391 -4.394 -1.340
H -1.767 -5.158 -0.536
H -1.634 -4.765 2.704
H -2.802 -3.506 2.323
H -1.364 -3.127 3.275
H -3.345 -3.794 0.027
H -5.697 -3.480 -0.541
H -6.581 -1.247 -1.101
H -5.048 0.712 -1.108
H -2.721 0.452 -0.582
```

Properties
Orbital gap (alpha / beta) = 6.192 / 7.263 eV
Spin multiplicity = 3
DFT total energy = -1920.094088 Ha
Relative energy (zero: lowest compared OMol25 entry of this formula, charge and spin) = 10.3 kcal per mole
⟨S²⟩ = 2.024
Total charge = +2

=====

# C4H12

A cluster of 2 separate species, C4H12 in total in a non-equilibrium geometry (ωB97M-V/def2-TZVPD, the OMol25 dataset).

```
16
C4H12 ωB97M-V/def2-TZVPD
C 0.136 0.577 -1.795
C 0.224 -0.878 -2.250
H 0.013 0.843 -0.679
H 0.716 1.413 -2.359
H -0.993 0.762 -2.058
H 0.913 -1.218 -1.358
H 0.550 -1.179 -3.218
H -0.685 -1.394 -2.242
C -0.479 0.807 2.216
C 0.260 -0.430 1.777
H -1.508 0.516 2.542
H 0.070 1.139 3.043
H -0.692 1.394 1.461
H 0.645 -1.046 2.636
H -0.172 -1.241 1.258
H 1.001 -0.066 1.025
```

Properties
Structure (SMILES) = CC.CC
Orbital gap = 11.732 eV
DFT total energy = -159.508847 Ha
Relative energy (zero: lowest compared OMol25 entry of this formula, charge and spin) = 47.8 kcal per mole
Total charge = 0

=====

# C3H7FOS

A cluster of 2 separate species, C3H7FOS in total in a non-equilibrium geometry (ωB97M-V/def2-TZVPD, the OMol25 dataset).

```
13
C3H7FOS ωB97M-V/def2-TZVPD
C -0.968 -0.311 0.851
C 0.042 0.607 0.395
C 0.713 -0.149 -0.733
H -2.111 0.890 -0.738
H -0.114 -1.278 0.937
H -1.337 -0.332 2.013
H 0.540 0.810 1.159
H 0.031 -1.118 -1.304
H 0.831 0.737 -1.638
H 3.331 -0.321 -0.443
O 1.933 -0.893 -0.015
F -0.503 1.930 -0.149
S -2.387 -0.574 -0.335
```

Properties
Orbital gap = 8.137 eV
DFT total energy = -691.511369 Ha
Relative energy (zero: lowest compared OMol25 entry of this formula, charge and spin) = 180.3 kcal per mole
Total charge = 0

=====

# C23H46BrN2O3

The ion C23H46BrN2O3 with charge -1 in a non-equilibrium geometry (ωB97M-V/def2-TZVPD, the OMol25 dataset).

```
75
C23H46BrN2O3 ωB97M-V/def2-TZVPD
C 0.994 -2.885 1.142
C 2.279 -3.034 0.322
C 2.745 -1.711 -0.293
C 3.545 -1.859 -1.588
C 3.555 -0.624 -2.512
C 3.270 0.722 -1.849
C 4.443 1.262 -0.991
C 4.124 1.597 0.477
C 3.679 3.045 0.700
C 2.387 3.319 -0.088
C 1.208 3.787 0.754
C 0.641 2.650 1.619
C -0.877 2.624 1.766
C -1.636 2.301 0.479
C -1.546 0.833 0.002
C -2.623 0.671 -1.118
O -3.212 -0.595 -1.250
C -2.500 -1.570 -1.997
C -3.504 -2.420 -2.751
C -4.384 -3.258 -1.826
C -0.162 0.523 -0.713
O 0.177 -0.670 -0.734
O 0.449 1.539 -1.157
N -1.784 -0.157 1.056
N -0.688 -0.523 1.876
C -3.005 -0.045 1.814
C -3.917 -1.272 1.773
C -5.061 -1.131 2.762
Br -2.953 -2.920 2.130
H 0.111 -3.038 0.522
H 0.913 -1.880 1.563
H 0.954 -3.584 1.978
H 3.065 -3.450 0.959
H 2.119 -3.756 -0.484
H 1.865 -1.089 -0.476
H 3.371 -1.203 0.446
H 4.576 -2.137 -1.345
H 3.128 -2.704 -2.145
H 2.839 -0.778 -3.321
H 4.540 -0.544 -2.986
H 2.353 0.671 -1.263
H 3.044 1.438 -2.641
H 5.259 0.533 -1.003
H 4.829 2.167 -1.469
H 4.992 1.369 1.104
H 3.312 0.950 0.823
H 4.478 3.734 0.409
H 3.494 3.195 1.768
H 2.562 4.015 -0.913
H 2.057 2.397 -0.558
H 1.534 4.585 1.434
H 0.449 4.201 0.090
H 1.081 2.741 2.619
H 0.987 1.695 1.217
H -1.156 1.896 2.533
H -1.196 3.600 2.152
H -2.690 2.562 0.632
H -1.271 2.938 -0.329
H -3.454 1.356 -0.921
H -2.165 0.983 -2.065
H -1.906 -2.181 -1.312
H -1.789 -1.080 -2.668
H -4.139 -1.751 -3.340
H -2.964 -3.064 -3.449
H -4.925 -4.032 -2.373
H -5.121 -2.627 -1.327
H -3.785 -3.734 -1.047
H -0.079 0.276 2.023
H -0.158 -1.192 1.325
H -2.791 0.200 2.860
H -3.616 0.759 1.388
H -4.301 -1.371 0.763
H -4.680 -0.989 3.774
H -5.702 -2.012 2.755
H -5.668 -0.263 2.494
```

Properties
Structure (SMILES) = CCCCCCCCCCCCCC[C@@](COCCC)(C(=O)[O-])N(N)C[C@H](C)Br
Orbital gap = 7.984 eV
DFT total energy = -3813.220315 Ha
Relative energy (zero: lowest compared OMol25 entry of this formula, charge and spin) = 0.0 kcal per mole
Total charge = -1